(1)
This record from the Open Molecules 2025 dataset describes C18H27BrF6IrN5O6S4Si as an isolated structure. The level of theory is ωB97M-V/def2-TZVPD.

Values from the calculation:
- ΔE to the lowest compared entry with this formula, charge and spin (eV) = 0.663
- HOMO (eV) = -8.82
- LUMO energy (eV) = 0.129
- frontier orbital gap (eV) = 9.0

CARTESIAN COORDINATES (ANGSTROEM)
Ir  0.932  0.067  0.770
C  -3.340  1.242  -1.865
C  -2.493  2.009  -0.922
N  -2.703  3.242  -0.583
N  -1.659  3.561  0.240
C  -0.793  2.561  0.404
S  0.648  2.497  1.273
N  -1.330  1.552  -0.323
N  -0.742  0.264  -0.414
H  -4.192  1.863  -2.129
H  -3.670  0.307  -1.419
H  -2.780  1.012  -2.774
H  -1.580  4.483  0.631
H  -1.669  -0.488  -0.209
H  -0.403  0.174  -1.373
C  0.208  0.317  3.920
S  -0.296  -0.689  2.511
C  0.449  -2.236  3.038
H  -0.201  -0.143  4.819
H  -0.208  1.312  3.789
H  1.292  0.373  3.979
H  1.506  -2.078  3.248
H  0.314  -2.936  2.223
H  -0.076  -2.586  3.926
Br  -5.108  -6.698  1.989
C  -5.141  -4.834  1.639
C  -6.342  -4.149  1.735
C  -6.361  -2.786  1.474
C  -5.196  -2.125  1.116
C  -3.999  -2.826  1.030
C  -3.967  -4.189  1.298
C  -2.717  -2.133  0.661
O  -2.837  -0.970  0.125
O  -1.637  -2.685  0.853
H  -7.246  -4.674  2.009
H  -7.293  -2.242  1.551
H  -5.201  -1.066  0.900
H  -3.031  -4.726  1.241
C  2.400  -4.102  -1.591
Si  0.911  -3.369  -0.694
C  0.390  -4.738  0.481
C  -0.366  -2.949  -2.007
C  1.622  -1.776  0.001
H  2.133  -5.033  -2.098
H  3.207  -4.324  -0.888
H  2.798  -3.415  -2.342
H  0.131  -5.622  -0.108
H  -0.467  -4.479  1.094
H  1.228  -5.020  1.126
H  -0.529  -3.796  -2.678
H  -0.002  -2.118  -2.622
H  -1.323  -2.666  -1.570
H  2.438  -1.986  0.697
H  1.975  -1.317  -0.923
F  4.193  -0.276  -2.698
C  4.191  1.022  -2.439
F  5.429  1.490  -2.475
F  3.454  1.652  -3.351
S  3.447  1.358  -0.787
O  2.071  0.866  -0.973
O  3.613  2.745  -0.514
N  4.316  0.383  0.077
S  4.103  -0.036  1.557
O  4.835  -1.203  1.901
O  2.690  0.016  1.985
C  4.814  1.335  2.568
F  4.051  2.418  2.459
F  6.040  1.615  2.150
F  4.856  0.958  3.843

***

(2)
This record from the Open Molecules 2025 dataset describes a 2-piece molecular cluster, C18H27BrF8O7S2 overall. The level of theory is ωB97M-V/def2-TZVPD.

Values from the calculation:
- HOMO (eV) = -9.83
- LUMO energy (eV) = -0.111
- frontier orbital gap (eV) = 9.7

CARTESIAN COORDINATES (ANGSTROEM)
C  2.611  0.205  0.090
C  1.341  -0.436  0.877
O  1.534  -0.147  2.273
C  0.057  0.355  0.299
C  -1.282  -0.607  0.270
C  -0.981  -1.546  -0.950
S  -2.130  -1.965  -2.294
O  -2.391  -0.900  -3.318
O  -1.507  -3.140  -3.028
O  -1.039  -1.410  1.454
S  -2.152  -2.539  1.880
O  -1.399  -3.848  1.955
O  -3.268  -2.789  0.632
C  -4.240  -1.740  0.852
C  -3.975  -0.350  0.095
C  -5.351  0.397  0.268
F  -6.150  -0.103  1.338
F  -5.361  1.757  0.492
F  -6.192  0.194  -0.861
C  -2.580  0.388  0.346
C  -2.251  1.367  -0.915
C  -3.448  1.915  -1.779
C  -2.780  2.545  -3.123
Br  -3.736  4.216  -3.602
C  -2.668  1.177  1.730
F  -3.725  0.730  2.588
F  -1.610  0.922  2.667
C  -2.682  2.751  1.783
F  -3.273  3.531  0.848
F  -1.350  3.226  1.912
F  -3.265  3.106  3.024
H  2.395  1.281  -0.244
H  3.504  0.212  0.786
H  2.882  -0.448  -0.811
H  1.352  -1.534  0.614
H  1.894  0.764  2.291
H  0.359  0.661  -0.765
H  -0.129  1.343  0.814
H  -0.680  -2.587  -0.552
H  -0.021  -1.279  -1.527
H  -3.385  -2.445  -1.879
H  -5.207  -2.155  0.397
H  -4.331  -1.631  1.989
H  -4.015  -0.615  -1.021
H  -1.591  0.873  -1.706
H  -1.626  2.277  -0.598
H  -4.067  2.753  -1.349
H  -4.182  1.141  -2.179
H  -2.823  1.797  -3.986
H  -1.663  2.733  -2.951
C  8.040  -1.542  -0.083
C  8.271  -0.416  0.901
C  7.038  0.442  0.692
O  5.978  -0.442  0.305
C  6.537  -1.727  -0.003
H  8.594  -2.452  0.152
H  8.324  -1.220  -1.090
H  8.283  -0.812  1.921
H  9.202  0.129  0.736
H  7.188  1.163  -0.119
H  6.750  0.988  1.594
H  6.264  -2.414  0.805
H  6.109  -2.100  -0.936

***

(3)
This record from the Open Molecules 2025 dataset describes C18H27BrIrN as an isolated structure. The level of theory is ωB97M-V/def2-TZVPD.

Values from the calculation:
- charge = +2
- ΔE to the lowest compared entry with this formula, charge and spin (eV) = 1.322
- HOMO (spin up / spin down) (eV) = -12.38 / -15.99
- LUMO energy (spin up / spin down) (eV) = -6.902 / -10.492
- multiplicity = 5
- frontier orbital gap (spin up / spin down) (eV) = 5.5 / 5.5

CARTESIAN COORDINATES (ANGSTROEM)
C  1.106  1.767  -0.723
H  2.002  2.185  -0.211
H  1.611  1.336  -1.618
H  1.689  0.690  0.771
C  0.110  2.905  -0.878
H  -0.786  2.432  -1.311
H  -0.135  3.222  0.162
C  0.722  3.966  -1.721
H  -0.055  4.673  -1.899
H  1.530  4.487  -1.227
H  1.074  3.611  -2.680
C  -0.858  -2.102  -0.149
C  -1.463  -1.121  -0.994
C  -0.474  -0.662  -1.942
C  0.767  -1.312  -1.616
C  0.508  -2.214  -0.504
C  1.501  -3.141  0.084
C  2.029  -1.250  -2.393
C  -0.706  0.236  -3.092
C  -2.897  -0.752  -0.997
C  -1.552  -2.897  0.874
Ir  0.371  0.142  -0.129
H  2.877  -1.557  -1.753
H  2.017  -1.901  -3.289
H  2.203  -0.215  -2.728
H  2.523  -2.931  -0.276
H  1.514  -3.090  1.194
H  1.276  -4.191  -0.187
H  -2.502  -2.441  1.195
H  -1.803  -3.898  0.476
H  -0.945  -3.066  1.781
H  -3.094  0.129  -1.637
H  -3.534  -1.582  -1.381
H  -3.264  -0.518  0.029
H  0.067  1.025  -3.103
H  -0.656  -0.292  -4.064
H  -1.690  0.728  -2.999
Br  1.396  -1.176  5.540
C  0.525  -0.072  4.240
C  -0.263  0.997  4.653
C  -0.900  1.757  3.676
C  -0.769  1.413  2.339
N  0.047  0.427  1.949
C  0.681  -0.356  2.874
H  -0.375  1.205  5.708
H  -1.500  2.622  3.911
H  -1.272  1.939  1.527
H  1.345  -1.157  2.519

***

(4)
This record from the Open Molecules 2025 dataset describes a 2-piece molecular cluster, C18H27ClF4N6S2 overall. The level of theory is ωB97M-V/def2-TZVPD.

Values from the calculation:
- HOMO (eV) = -8.78
- LUMO energy (eV) = -0.711
- frontier orbital gap (eV) = 8.1

CARTESIAN COORDINATES (ANGSTROEM)
C  -0.044  -2.758  2.506
C  -0.878  -3.966  2.055
C  -2.339  -3.814  2.461
C  -3.014  -2.526  1.996
C  -2.848  -2.152  0.528
C  -3.002  -0.648  0.347
C  -3.237  -0.208  -1.086
N  -2.066  -0.157  -1.947
C  -1.122  0.772  -1.910
N  -0.075  0.804  -2.756
C  0.582  1.888  -2.408
C  1.823  2.335  -3.130
F  2.899  1.700  -2.618
F  2.014  3.662  -2.975
C  1.774  2.017  -4.638
F  1.888  0.692  -4.805
F  2.841  2.619  -5.202
N  0.019  2.535  -1.377
C  0.359  3.723  -0.595
C  1.596  3.502  0.247
C  1.373  2.625  1.485
S  2.972  2.145  2.208
C  3.203  0.403  2.143
S  3.929  -0.275  3.423
N  2.975  -0.333  0.970
C  3.617  -1.529  0.658
C  3.109  -1.935  -0.544
N  2.154  -1.050  -1.003
C  2.100  -0.106  -0.090
N  -1.094  1.820  -1.088
H  0.990  -3.037  2.671
H  -0.443  -2.356  3.431
H  -0.103  -1.964  1.771
H  -0.799  -4.082  0.980
H  -0.475  -4.843  2.547
H  -2.342  -3.803  3.550
H  -2.918  -4.689  2.177
H  -4.077  -2.634  2.185
H  -2.667  -1.710  2.622
H  -1.890  -2.463  0.119
H  -3.622  -2.657  -0.051
H  -2.154  -0.137  0.796
H  -3.872  -0.323  0.912
H  -3.676  0.787  -1.074
H  -3.928  -0.899  -1.549
H  -1.942  -0.845  -2.664
H  0.868  2.373  -5.118
H  -0.494  3.973  0.023
H  0.536  4.540  -1.281
H  2.340  3.009  -0.371
H  2.030  4.450  0.539
H  0.854  3.195  2.245
H  0.726  1.787  1.296
H  4.347  -1.996  1.280
H  3.377  -2.821  -1.083
H  1.464  0.745  -0.104
H  -1.735  2.157  -0.309
Cl  -1.902  2.459  1.603

***

no.,total energy (eV),F_max (eV Å⁻¹)
1,-179245.708,1.12
2,-146882.434,7.01
3,-93452.793,4.94
4,-73107.417,1.19